{
  "formula": "C34H59BrHgNP3",
  "method": "ωB97M-V with the def2-TZVPD basis set",
  "elements": ["C", "C", "C", "C", "N", "C", "C", "C", "C", "C", "C", "C", "C", "C", "Hg", "P", "H", "H", "H", "H", "H", "H", "H", "H", "C", "C", "H", "H", "H", "H", "H", "C", "C", "H", "H", "H", "H", "H", "C", "C", "H", "H", "H", "H", "H", "Br", "P", "C", "C", "H", "H", "H", "H", "H", "C", "C", "H", "H", "H", "H", "H", "C", "C", "H", "H", "H", "H", "H", "C", "C", "C", "P", "C", "C", "C", "C", "C", "C", "H", "H", "H", "H", "H", "H", "H", "H", "H", "H", "H", "H", "H", "H", "H", "H", "H", "H", "H", "H", "H"],
  "positions_angstrom": [[1.925, 4.326, -1.321], [0.810, 3.966, -2.110], [1.084, 3.544, -3.427], [2.417, 3.370, -3.834], [3.460, 3.595, -3.021], [3.219, 4.091, -1.802], [-0.531, 3.977, -1.571], [-1.677, 3.928, -1.115], [-2.823, 3.352, -0.462], [-2.613, 2.016, -0.071], [-3.561, 1.266, 0.614], [-4.759, 1.916, 0.931], [-5.032, 3.235, 0.526], [-4.063, 3.956, -0.182], [-0.296, -0.639, 0.361], [2.184, -0.896, -0.831], [0.289, 3.327, -4.131], [1.795, 4.741, -0.323], [2.638, 3.050, -4.860], [4.088, 4.339, -1.175], [-4.268, 4.972, -0.520], [-1.667, 1.538, -0.331], [-5.994, 3.680, 0.770], [-3.366, 0.221, 0.898], [2.926, -2.604, -0.726], [4.064, -2.996, -1.676], [2.078, -3.294, -0.880], [3.253, -2.742, 0.320], [4.285, -4.065, -1.533], [3.797, -2.852, -2.733], [4.994, -2.449, -1.462], [2.201, -0.401, -2.613], [3.512, 0.073, -3.243], [1.469, 0.423, -2.670], [1.774, -1.231, -3.203], [3.315, 0.327, -4.293], [3.890, 0.984, -2.764], [4.292, -0.698, -3.234], [3.390, 0.254, -0.041], [4.880, -0.038, -0.167], [3.118, 0.274, 1.026], [3.169, 1.259, -0.435], [5.431, 0.735, 0.385], [5.143, -1.008, 0.269], [5.235, -0.003, -1.203], [-6.015, 0.888, 1.939], [-1.621, -1.637, -1.688], [-0.638, -2.534, -2.975], [-1.221, -3.791, -3.632], [0.306, -2.807, -2.473], [-0.392, -1.796, -3.755], [-0.444, -4.221, -4.284], [-1.496, -4.557, -2.891], [-2.096, -3.582, -4.265], [-2.933, -2.771, -1.042], [-4.180, -3.086, -1.876], [-3.269, -2.309, -0.096], [-2.424, -3.719, -0.790], [-4.833, -3.738, -1.278], [-4.765, -2.194, -2.131], [-3.954, -3.628, -2.802], [-2.469, -0.271, -2.577], [-2.950, -0.529, -4.005], [-1.741, 0.560, -2.589], [-3.311, 0.040, -1.938], [-3.394, 0.405, -4.373], [-2.131, -0.792, -4.685], [-3.721, -1.308, -4.062], [1.784, 1.865, 2.555], [1.558, 0.531, 3.311], [1.661, 0.729, 4.825], [0.035, -0.388, 2.825], [0.077, -2.189, 3.306], [0.662, -2.513, 4.682], [-1.269, -2.897, 3.066], [-1.391, 0.623, 3.441], [-1.680, 0.485, 4.940], [-1.296, 2.109, 3.054], [1.235, 2.702, 3.015], [1.501, 1.794, 1.490], [2.858, 2.109, 2.600], [2.365, -0.162, 3.004], [0.966, 1.498, 5.188], [1.490, -0.205, 5.379], [2.678, 1.069, 5.069], [0.803, -2.568, 2.565], [0.098, -2.060, 5.503], [0.611, -3.598, 4.840], [1.714, -2.217, 4.775], [-1.522, -2.882, 1.996], [-1.167, -3.946, 3.375], [-2.084, -2.434, 3.641], [-2.236, 0.193, 2.875], [-0.865, 0.882, 5.558], [-2.583, 1.079, 5.149], [-1.870, -0.561, 5.217], [-0.990, 2.284, 2.012], [-2.296, 2.555, 3.156], [-0.629, 2.671, 3.721]],
  "atomic_forces_ev_per_a": [[-0.1, -0.4, 0.0], [0.7, 0.2, -0.2], [0.3, -0.2, 0.2], [-0.3, 0.3, 0.6], [-0.1, 0.0, -0.1], [-0.5, 0.2, -0.2], [-2.2, 0.2, 0.7], [2.6, -0.1, -1.0], [-0.2, -0.4, 0.2], [-0.2, -0.3, 0.1], [-0.1, 0.7, -0.2], [-0.1, -0.2, 0.0], [0.3, -0.5, 0.1], [0.3, -0.4, 0.0], [0.6, -0.7, -0.6], [0.8, 0.1, -0.4], [0.0, 0.0, 0.1], [-0.1, -0.1, -0.2], [0.0, 0.1, 0.5], [-0.4, -0.2, -0.4], [0.1, -0.3, 0.2], [-0.1, 0.3, 0.0], [0.2, -0.1, -0.1], [-0.2, 0.6, -0.1], [-0.3, 0.0, 0.2], [0.2, 0.0, -0.1], [0.2, 0.1, 0.1], [-0.2, 0.1, -0.3], [-0.1, 0.3, -0.1], [0.1, 0.0, 0.4], [-0.4, -0.1, -0.2], [-0.5, 0.0, -0.1], [0.2, 0.0, -0.1], [0.1, -0.2, 0.0], [0.2, 0.2, 0.3], [0.1, 0.0, 0.2], [-0.1, -0.2, -0.1], [-0.2, 0.2, 0.0], [-0.3, 0.1, 0.3], [0.3, 0.1, 0.0], [0.1, 0.0, -0.4], [-0.1, -0.2, 0.1], [-0.1, -0.2, -0.1], [0.0, 0.2, -0.1], [-0.1, -0.1, 0.3], [0.1, 0.4, -0.2], [-0.8, 0.0, -0.1], [0.6, 0.1, 0.3], [-0.2, -0.2, -0.1], [-0.2, 0.1, -0.3], [0.0, -0.1, 0.4], [-0.3, 0.1, 0.2], [0.1, 0.2, -0.2], [0.3, 0.0, 0.3], [0.1, -0.1, 0.4], [-0.2, -0.1, -0.3], [0.2, -0.2, -0.2], [-0.1, 0.4, 0.1], [0.2, 0.2, -0.2], [0.2, -0.1, 0.1], [0.0, 0.2, 0.2], [0.2, 0.2, 0.2], [-0.2, 0.0, -0.2], [-0.3, -0.1, 0.1], [0.3, 0.0, -0.1], [0.1, -0.3, 0.0], [-0.2, 0.0, 0.2], [0.2, 0.2, 0.0], [0.0, 0.0, -0.1], [0.5, -0.4, -0.4], [0.2, -0.1, 0.4], [-0.7, 0.9, -0.4], [0.3, 0.1, 0.1], [0.0, -0.1, 0.3], [0.1, 0.3, -0.1], [-0.3, -0.4, 0.0], [-0.2, -0.1, 0.1], [-0.1, 0.2, -0.2], [0.3, -0.5, -0.2], [0.1, 0.1, 0.4], [-0.4, -0.1, 0.0], [-0.2, 0.2, 0.1], [0.3, -0.2, -0.2], [0.0, 0.5, -0.1], [-0.3, -0.1, -0.1], [-0.2, 0.0, 0.1], [0.0, 0.0, -0.1], [0.1, 0.2, -0.1], [-0.3, -0.1, -0.1], [-0.1, 0.0, 0.2], [-0.1, 0.3, -0.1], [0.2, -0.2, -0.2], [0.1, 0.1, 0.3], [-0.4, -0.2, -0.2], [0.2, -0.3, 0.1], [0.0, 0.3, 0.0], [0.0, -0.1, 0.3], [0.2, -0.2, 0.0], [-0.2, -0.3, -0.2]],
  "homo_lumo_gap_ev": 7.330,
  "e_lumo_ha": -0.218,
  "charge": 2,
  "e_homo_ev": -13.27
}


{
  "formula": "C34H59CaClN2O2Si",
  "method": "ωB97M-V with the def2-TZVPD basis set",
  "elements": ["O", "O", "C", "C", "H", "H", "H", "H", "H", "C", "C", "H", "H", "H", "H", "H", "C", "C", "C", "H", "H", "H", "H", "H", "C", "H", "H", "H", "H", "H", "H", "N", "C", "C", "C", "C", "H", "H", "H", "C", "H", "H", "H", "N", "C", "C", "C", "C", "H", "C", "H", "C", "H", "C", "C", "C", "C", "C", "C", "H", "C", "H", "C", "H", "C", "C", "Ca", "H", "H", "H", "H", "H", "H", "H", "H", "H", "H", "H", "H", "H", "C", "Si", "H", "H", "C", "C", "C", "H", "H", "H", "H", "H", "H", "H", "H", "H", "Cl", "C", "H", "H"],
  "positions_angstrom": [[2.084, -2.203, -1.644], [0.724, -0.625, -3.184], [3.330, -2.294, -0.947], [3.543, -3.547, -0.122], [3.425, -1.396, -0.313], [4.088, -2.213, -1.738], [3.047, -3.474, 0.852], [4.613, -3.646, 0.072], [3.206, -4.446, -0.644], [0.916, -2.766, -1.002], [0.261, -3.758, -1.918], [0.240, -1.926, -0.775], [1.175, -3.224, -0.032], [-0.045, -3.270, -2.850], [-0.624, -4.176, -1.426], [0.948, -4.581, -2.152], [-0.521, -0.153, -3.748], [1.761, -0.863, -4.171], [-1.651, -1.045, -3.304], [-0.459, -0.141, -4.850], [-0.666, 0.884, -3.407], [-1.581, -2.023, -3.800], [-2.611, -0.594, -3.580], [-1.645, -1.200, -2.220], [1.547, -2.171, -4.879], [2.705, -0.852, -3.614], [1.764, -0.022, -4.887], [1.683, -3.003, -4.181], [2.295, -2.262, -5.672], [0.550, -2.226, -5.332], [1.220, -0.383, -1.625], [-0.705, -0.309, 2.911], [-1.553, 0.160, 3.839], [-2.387, 1.280, 3.670], [-2.692, 1.952, 2.471], [-1.717, -0.585, 5.146], [-0.766, -0.985, 5.516], [-2.429, -1.417, 5.034], [-2.124, 0.102, 5.897], [-3.976, 2.745, 2.411], [-4.667, 2.341, 1.657], [-3.791, 3.801, 2.171], [-4.474, 2.694, 3.385], [-1.882, 1.942, 1.415], [-0.424, -1.701, 2.840], [0.828, -2.205, 3.267], [1.830, -1.328, 3.947], [1.128, -3.551, 3.078], [2.109, -3.917, 3.394], [0.185, -4.423, 2.533], [0.430, -5.475, 2.393], [-1.083, -3.945, 2.193], [-1.844, -4.622, 1.801], [-1.408, -2.603, 2.364], [-2.798, -2.127, 2.080], [-2.211, 2.552, 0.173], [-1.708, 3.844, -0.118], [-1.109, 4.699, 0.961], [-1.746, 4.294, -1.434], [-1.294, 5.261, -1.669], [-2.367, 3.534, -2.429], [-2.391, 3.897, -3.456], [-2.993, 2.328, -2.104], [-3.540, 1.761, -2.864], [-2.935, 1.828, -0.807], [-3.591, 0.524, -0.467], [0.392, 1.343, 1.450], [2.653, -1.058, 3.269], [2.288, -1.860, 4.796], [1.391, -0.404, 4.336], [-2.807, -1.173, 1.538], [-3.384, -1.989, 3.003], [-3.328, -2.868, 1.470], [-1.193, 5.757, 0.673], [-0.035, 4.505, 1.124], [-1.620, 4.576, 1.926], [-4.081, 0.542, 0.515], [-2.871, -0.311, -0.472], [-4.360, 0.285, -1.216], [-2.978, 1.570, 4.538], [1.117, 0.469, -0.753], [2.091, 1.968, -1.399], [0.018, 0.602, -0.685], [1.535, -0.042, 0.142], [3.831, 1.371, -1.744], [2.106, 3.458, -0.255], [1.371, 2.648, -2.992], [1.927, 3.550, -3.288], [0.321, 2.941, -2.870], [1.434, 1.936, -3.822], [4.461, 1.487, -0.853], [4.284, 1.958, -2.554], [3.856, 0.316, -2.040], [2.084, 3.259, 0.827], [1.298, 4.157, -0.512], [3.055, 3.985, -0.444], [1.331, 2.846, 3.649], [2.476, 1.868, 2.784], [3.249, 2.485, 2.322], [2.859, 1.079, 3.433]],
  "atomic_forces_ev_per_a": [[0.0, -1.1, 0.4], [-0.3, -0.1, -2.2], [-0.3, 0.5, -0.2], [0.2, 0.0, 0.2], [0.1, -0.2, 0.0], [-0.1, -0.1, 0.2], [0.0, -0.2, -0.2], [0.0, 0.0, 0.0], [0.0, 0.1, 0.0], [0.5, 0.6, 0.5], [-0.2, -0.3, -0.1], [0.0, -0.3, -0.1], [-0.1, 0.2, -0.4], [0.1, -0.2, 0.2], [0.1, 0.0, -0.1], [-0.1, 0.1, 0.0], [0.6, 0.1, 0.1], [-0.6, 0.5, 0.5], [-0.3, -0.3, -0.1], [0.0, 0.0, 0.3], [-0.1, -0.3, -0.1], [-0.1, 0.2, 0.2], [0.1, -0.1, 0.1], [0.1, 0.1, -0.2], [0.3, -0.3, -0.2], [-0.2, 0.0, -0.2], [0.1, -0.2, 0.2], [-0.1, 0.2, -0.2], [-0.1, -0.1, 0.0], [0.2, 0.0, 0.1], [-0.1, 2.5, 2.3], [-0.6, 0.3, -0.1], [0.5, -0.5, -0.7], [-0.1, 0.1, 0.2], [0.7, 0.3, -0.8], [-0.2, 0.0, 0.2], [-0.2, 0.0, -0.2], [0.2, 0.2, 0.0], [0.1, -0.2, -0.1], [-0.2, 0.1, 0.4], [0.2, 0.1, 0.1], [0.0, -0.3, -0.1], [0.0, 0.1, -0.2], [-0.6, 0.1, 0.3], [0.2, -0.2, 0.8], [-0.5, 0.1, -0.4], [0.5, 0.1, 0.3], [-0.3, -0.4, -0.1], [-0.3, 0.0, -0.1], [0.1, 0.1, 0.0], [-0.1, 0.2, 0.0], [0.3, -0.1, 0.1], [0.2, 0.1, 0.1], [0.5, 0.3, 0.1], [-0.5, 0.1, -0.3], [-0.4, 0.1, 0.0], [0.0, -0.7, 0.0], [0.2, 0.4, 0.2], [-0.3, -0.2, -0.3], [-0.2, -0.2, 0.0], [0.0, 0.1, 0.1], [0.0, -0.1, 0.2], [0.1, 0.3, -0.1], [0.2, 0.2, 0.2], [0.5, 0.3, 0.3], [-0.2, -0.4, -0.1], [-0.2, 0.2, 1.7], [-0.2, 0.0, 0.1], [-0.1, 0.1, -0.2], [0.1, -0.2, -0.2], [0.1, -0.2, 0.3], [0.2, 0.0, -0.2], [0.1, 0.1, 0.1], [0.1, -0.3, 0.1], [-0.4, 0.0, 0.1], [0.2, -0.1, -0.3], [0.2, 0.0, -0.2], [-0.2, 0.3, 0.1], [0.2, 0.1, 0.2], [0.1, -0.2, -0.3], [0.3, -1.8, -1.6], [-0.1, -0.2, -0.2], [0.2, -0.1, -0.1], [0.0, 0.2, -0.4], [0.3, 0.0, 0.1], [0.0, 0.3, 0.2], [-0.1, -0.1, -0.2], [-0.1, -0.2, 0.1], [0.1, 0.0, 0.0], [0.0, 0.1, 0.1], [-0.1, -0.1, -0.1], [-0.1, -0.1, 0.2], [0.0, 0.2, 0.1], [0.1, 0.1, -0.3], [0.2, -0.2, 0.0], [-0.2, -0.1, 0.1], [-1.1, 1.0, 0.8], [0.7, -1.7, -1.7], [0.1, 0.0, 0.5], [0.2, 0.5, 0.0]],
  "homo_lumo_gap_ev": 7.405,
  "e_lumo_ha": 0.025,
  "e_homo_ev": -6.72,
  "relative_energy_kcal_mol": 7.4
}